[1]
Formula: C21H23N3OS
Source: the OMol25 dataset
Level of theory: the ωB97M-V functional and the def2-TZVPD basis

The geometry in XYZ format:
```
49
Properties=species:S:1:pos:R:3:forces:R:3:lowdin_charge:R:1
C 3.449 1.371 1.566 -0.1 0.2 0.1 -0.083
C 2.034 1.607 2.100 0.1 -0.1 0.0 -0.189
C 1.437 0.331 2.630 -0.2 0.1 -0.1 -0.175
C 1.624 -0.021 3.958 0.0 -0.1 0.0 -0.044
C 1.096 -1.197 4.457 0.0 0.0 0.1 -0.076
C 0.386 -2.042 3.625 0.0 0.0 -0.1 -0.043
C 0.189 -1.729 2.287 0.1 0.0 -0.1 -0.226
C -0.562 -2.665 1.394 -0.1 0.0 0.1 -0.058
C 0.712 -0.528 1.802 0.1 -0.1 0.5 -0.201
N 0.543 -0.197 0.434 0.4 0.0 -0.4 0.076
C -0.657 0.146 -0.101 -0.3 0.2 0.1 -0.758
S -2.024 0.271 0.824 -0.4 0.2 0.4 0.766
N -0.689 0.388 -1.438 0.3 0.0 0.0 -0.120
C -1.959 0.738 -2.041 -0.3 0.1 -0.1 -0.170
C -2.889 -0.447 -2.125 -0.2 -0.1 -0.1 -0.227
C -4.244 -0.325 -1.842 0.1 -0.1 -0.2 -0.044
C -5.054 -1.443 -1.925 0.1 0.1 0.0 -0.056
C -4.475 -2.650 -2.287 -0.3 0.0 0.1 -0.156
N -3.188 -2.781 -2.557 0.2 -0.5 -0.1 0.063
C -2.422 -1.709 -2.476 0.1 0.4 0.0 -0.106
C 0.492 0.273 -2.263 0.4 0.0 -0.1 -0.084
C 1.458 1.396 -2.013 -0.6 0.5 0.2 -0.275
C 1.256 2.689 -1.630 0.0 -0.7 -0.1 -0.015
C 2.541 3.282 -1.554 0.5 -0.3 -0.2 -0.057
C 3.424 2.308 -1.896 0.0 0.8 0.2 -0.126
O 2.779 1.159 -2.171 0.0 -0.5 -0.2 0.043
H 3.454 0.632 0.767 0.0 -0.1 -0.1 0.069
H 4.092 1.003 2.363 0.1 -0.1 0.0 0.077
H 3.868 2.297 1.179 0.1 0.0 -0.1 0.066
H 2.081 2.340 2.906 -0.1 0.0 0.0 0.113
H 1.404 2.025 1.310 0.0 0.0 0.1 0.100
H 2.180 0.641 4.606 0.1 0.1 0.1 0.112
H 1.240 -1.457 5.495 0.0 0.0 0.1 0.101
H -0.020 -2.964 4.013 0.0 -0.1 0.0 0.110
H -0.586 -3.665 1.822 0.0 -0.1 0.0 0.078
H -0.112 -2.711 0.404 0.0 0.0 -0.1 0.080
H -1.589 -2.319 1.273 0.0 0.0 -0.1 0.043
H 1.376 0.130 -0.033 -0.1 -0.1 -0.1 0.115
H -2.434 1.517 -1.436 0.1 -0.1 -0.2 0.094
H -1.768 1.139 -3.039 0.1 0.0 0.1 0.133
H -4.650 0.632 -1.546 0.0 0.1 0.1 0.116
H -6.108 -1.382 -1.704 -0.1 0.0 0.0 0.101
H -5.062 -3.556 -2.362 -0.1 0.0 0.0 0.101
H -1.375 -1.874 -2.699 0.2 0.1 0.0 0.111
H 0.178 0.282 -3.311 0.0 -0.1 0.1 0.136
H 1.003 -0.683 -2.084 -0.1 0.1 0.0 0.139
H 0.315 3.157 -1.423 -0.3 0.0 0.1 0.118
H 2.766 4.292 -1.282 0.1 0.2 0.1 0.105
H 4.492 2.300 -1.976 0.2 -0.1 0.0 0.124
```
Positions in Å, forces in eV/Å.

Calculated values
ΔE to the lowest compared entry with this formula, charge and spin = 170.3 kJ/mol
LUMO = 0.6 eV
highest occupied orbital energy = -7.9701 eV
energy = -39503.3314 eV
SMILES = CCc1cccc(C)c1NC(=S)N(Cc1cccnc1)Cc1ccco1

***

[2]
Formula: C34H76INO3Si2
Source: the OMol25 dataset
Level of theory: the ωB97M-V functional and the def2-TZVPD basis

The geometry in XYZ format:
```
117
Properties=species:S:1:pos:R:3:forces:R:3:lowdin_charge:R:1
C -2.844 -3.375 5.121 0.3 -0.2 -0.4 -0.042
C -2.314 -4.393 4.389 -1.2 -0.4 0.2 -0.265
Si -1.132 -5.525 5.236 -0.3 -0.5 0.8 0.484
C 0.623 -5.040 4.762 -0.5 0.0 0.0 -0.224
C 0.850 -3.532 4.729 0.0 -0.3 -0.6 -0.222
N 2.073 -3.116 3.985 0.1 0.7 0.7 -0.076
C 3.218 -2.861 4.883 0.3 -0.5 0.0 -0.234
C 3.855 -4.134 5.439 0.2 0.3 0.4 -0.070
C 1.708 -1.867 3.366 -0.3 0.0 -0.5 -0.497
C 1.162 -1.964 1.959 0.1 -0.2 0.4 0.005
O 1.798 -0.800 3.917 0.3 0.0 0.2 0.096
O -1.287 -7.152 4.892 0.0 0.5 -0.3 -0.381
Si -1.902 -7.644 3.448 -0.2 -0.8 0.2 0.558
C -0.649 -7.341 2.048 -0.2 0.2 -0.2 -0.301
C -1.142 -6.363 1.019 0.0 0.0 0.3 -0.896
O -2.267 -6.096 0.784 -0.1 0.0 -0.2 -0.005
I 0.440 -5.387 -0.110 0.1 0.0 -0.1 0.827
H -3.458 -3.568 5.997 1.4 0.2 1.0 0.060
H -2.691 -2.337 4.827 -1.4 0.0 -0.7 0.063
H -2.571 -4.439 3.327 1.6 0.9 -0.4 0.062
H -1.288 -5.301 6.691 -0.1 -0.1 0.0 0.021
H 0.833 -5.451 3.771 0.1 0.1 0.0 0.070
H 1.251 -5.562 5.486 0.1 0.0 -0.1 0.064
H 0.817 -3.072 5.724 0.1 0.0 0.0 0.136
H 0.005 -3.109 4.178 0.0 0.1 0.1 0.090
H 3.976 -2.343 4.293 -0.1 0.1 0.1 0.119
H 2.952 -2.202 5.716 -0.2 0.0 -0.1 0.113
H 4.380 -3.869 6.360 0.0 0.0 0.0 0.074
H 4.609 -4.551 4.773 -0.2 -0.1 -0.2 0.073
H 3.130 -4.893 5.717 0.0 0.0 -0.1 0.046
H 1.375 -1.020 1.460 -0.1 0.0 -0.1 0.070
H 1.600 -2.813 1.439 -0.1 0.1 -0.1 0.035
H 0.081 -2.106 2.025 0.0 0.0 -0.2 0.087
H -3.197 -7.002 3.172 0.1 0.1 -0.1 -0.004
H -2.136 -9.100 3.524 0.1 0.0 0.0 -0.022
H 0.336 -7.030 2.394 0.0 -0.2 0.0 0.043
H -0.522 -8.285 1.505 0.1 0.0 0.0 0.091
C 4.262 4.018 -1.581 0.0 0.0 0.1 -0.104
C 5.035 3.105 -0.634 0.0 0.0 -0.1 -0.263
C 4.511 1.670 -0.613 0.0 0.0 0.1 -0.217
C 3.069 1.522 -0.126 0.0 0.1 0.0 -0.229
C 2.797 2.071 1.276 0.0 -0.1 0.0 -0.257
C 3.593 1.359 2.366 0.1 0.2 -0.1 -0.103
H 3.216 4.111 -1.288 0.0 0.0 0.0 0.042
H 4.690 5.022 -1.588 0.0 0.0 0.0 0.071
H 4.294 3.635 -2.604 0.0 0.0 0.0 0.076
H 5.025 3.526 0.374 0.0 0.0 0.0 0.099
H 6.084 3.084 -0.944 0.0 0.0 0.0 0.104
H 5.171 1.059 0.010 0.0 0.0 0.0 0.102
H 4.581 1.252 -1.622 0.0 0.0 0.0 0.109
H 2.804 0.458 -0.145 0.0 0.1 0.1 0.084
H 2.393 2.011 -0.835 0.0 0.0 0.0 0.082
H 1.731 1.955 1.490 0.0 0.0 0.0 0.103
H 3.000 3.145 1.308 0.0 0.0 0.0 0.098
H 3.365 0.294 2.371 0.1 0.0 0.0 0.049
H 3.343 1.754 3.350 0.0 -0.1 0.0 0.076
H 4.669 1.481 2.226 0.0 0.0 0.0 0.069
C 1.419 0.804 -5.869 0.0 -0.1 0.0 -0.110
C 0.221 0.073 -5.270 0.0 0.1 0.0 -0.266
C -0.287 0.697 -3.971 0.0 0.0 0.0 -0.219
C 0.721 0.696 -2.820 0.0 0.0 0.0 -0.229
C 1.251 -0.683 -2.429 0.0 0.0 0.1 -0.251
C 0.168 -1.633 -1.927 0.1 0.0 -0.1 -0.110
H 2.281 0.784 -5.200 0.0 0.0 0.0 0.064
H 1.725 0.343 -6.809 0.0 0.0 0.0 0.068
H 1.174 1.848 -6.074 0.0 0.0 0.0 0.075
H 0.475 -0.979 -5.110 0.0 0.0 0.0 0.099
H -0.595 0.080 -5.997 0.0 0.0 0.0 0.104
H -1.197 0.177 -3.662 0.0 0.0 0.0 0.085
H -0.586 1.732 -4.168 0.0 0.0 0.0 0.110
H 0.250 1.156 -1.945 0.0 0.0 0.0 0.104
H 1.567 1.340 -3.076 0.0 0.0 0.0 0.096
H 1.998 -0.552 -1.640 -0.1 -0.1 -0.2 0.076
H 1.777 -1.139 -3.272 0.0 0.0 0.0 0.104
H -0.344 -1.214 -1.056 0.0 0.0 0.0 0.075
H 0.599 -2.589 -1.629 0.0 0.0 0.0 0.014
H -0.580 -1.838 -2.695 0.0 0.0 0.0 0.064
C -6.701 -0.009 -4.042 0.0 -0.1 0.0 -0.113
C -6.698 -1.062 -2.939 -0.1 0.1 0.0 -0.271
C -6.123 -0.556 -1.617 0.0 0.0 0.0 -0.230
C -4.657 -0.122 -1.677 0.0 0.0 0.0 -0.225
C -3.687 -1.200 -2.158 0.0 0.0 0.1 -0.269
C -3.638 -2.426 -1.251 0.0 0.0 -0.1 -0.103
H -5.691 0.321 -4.291 0.0 0.0 0.0 0.064
H -7.148 -0.405 -4.955 0.0 0.0 0.0 0.068
H -7.279 0.868 -3.742 0.0 0.0 0.0 0.074
H -6.149 -1.945 -3.276 0.0 0.0 0.0 0.098
H -7.725 -1.392 -2.764 0.0 0.0 0.0 0.103
H -6.243 -1.334 -0.857 0.0 0.0 0.0 0.100
H -6.721 0.294 -1.272 0.0 0.0 0.0 0.109
H -4.352 0.210 -0.680 0.0 0.0 0.0 0.110
H -4.562 0.753 -2.326 0.0 0.0 0.0 0.101
H -2.687 -0.762 -2.209 0.0 0.0 0.0 0.072
H -3.938 -1.508 -3.177 0.0 0.0 0.0 0.103
H -3.347 -2.146 -0.236 0.0 0.0 0.0 0.075
H -2.909 -3.151 -1.617 0.0 0.0 0.0 0.066
H -4.604 -2.931 -1.201 0.0 0.0 0.0 0.067
C 0.001 9.299 -0.990 0.0 0.0 0.1 -0.112
C 1.033 8.178 -0.912 0.0 0.1 -0.1 -0.270
C 0.930 7.176 -2.061 0.0 -0.1 0.0 -0.226
C -0.394 6.413 -2.133 0.0 0.1 0.0 -0.226
C -0.751 5.626 -0.873 0.0 -0.1 -0.1 -0.264
C 0.262 4.537 -0.538 -0.1 0.0 0.1 -0.112
H -1.019 8.916 -0.928 0.0 0.0 0.0 0.064
H 0.134 10.005 -0.169 0.0 0.0 0.0 0.068
H 0.099 9.854 -1.926 0.0 0.0 0.0 0.074
H 0.943 7.663 0.048 0.0 0.0 0.0 0.098
H 2.033 8.618 -0.929 0.0 0.0 0.0 0.104
H 1.758 6.465 -1.985 0.0 0.0 0.0 0.093
H 1.077 7.705 -3.008 0.0 0.0 0.0 0.110
H -0.350 5.722 -2.982 0.0 0.0 0.0 0.108
H -1.207 7.109 -2.358 0.0 0.0 0.0 0.100
H -1.732 5.166 -1.019 0.0 0.0 0.0 0.105
H -0.857 6.303 -0.020 0.0 0.0 0.0 0.099
H 0.352 3.826 -1.364 0.1 0.0 0.0 0.067
H -0.047 3.979 0.348 0.0 0.0 0.0 0.072
H 1.249 4.952 -0.334 0.0 0.0 0.0 0.055
```
Positions in Å, forces in eV/Å.

Calculated values
LUMO = -0.1 eV
highest occupied orbital energy = -9.0066 eV
energy = -67980.4718 eV

***

[3]
Formula: C8H10N2O2S
Source: the OMol25 dataset
Level of theory: the ωB97M-V functional and the def2-TZVPD basis

The geometry in XYZ format:
```
23
Properties=species:S:1:pos:R:3:forces:R:3:lowdin_charge:R:1
C 2.134 1.835 -0.924 -0.8 0.5 2.1 -0.081
C 1.102 1.190 -0.127 1.8 0.2 1.7 -0.177
C -0.082 0.912 -0.535 -3.7 1.1 -1.7 -0.088
C -1.157 0.328 0.337 0.1 -1.0 1.0 -0.157
C -1.571 -1.102 -0.177 1.0 -1.4 -0.2 -0.238
C -1.450 -2.331 0.695 3.7 -1.3 -2.8 -0.030
N -2.932 -0.608 -0.342 1.1 0.8 -0.3 -0.034
C -4.201 -0.973 -0.430 -0.6 0.0 0.9 -0.674
O -4.666 -2.089 -0.519 0.0 1.2 -0.4 0.034
S -5.051 0.690 -0.196 -0.8 -0.2 0.0 1.038
C -3.576 1.655 0.257 1.2 -2.2 -0.5 -0.692
O -3.470 2.799 0.598 -0.1 -0.5 -0.1 0.041
N -2.575 0.670 0.098 -0.7 2.0 -0.2 -0.019
H 2.088 2.860 -0.659 0.8 1.2 0.4 0.090
H 3.022 1.354 -0.737 2.5 -0.5 0.7 0.060
H 2.005 1.791 -1.911 -1.0 -0.3 -4.1 0.039
H 1.432 1.071 0.915 -0.5 -0.4 -0.2 0.128
H -0.424 1.317 -1.568 0.6 -1.2 1.6 0.166
H -0.916 0.373 1.448 -0.1 -0.1 -1.4 0.176
H -0.989 -1.332 -1.091 -0.9 0.4 -0.1 0.149
H -1.735 -2.090 1.642 -1.2 -0.1 2.7 0.043
H -0.308 -2.592 0.725 -1.8 0.7 0.2 0.120
H -1.812 -3.274 0.212 -0.5 1.1 0.7 0.103
```
Positions in Å, forces in eV/Å.

Calculated values
ΔE to the lowest compared entry with this formula, charge and spin = 349.2 kJ/mol
LUMO = 0.7 eV
highest occupied orbital energy = -8.9691 eV
energy = -26365.6475 eV
SMILES = C/C=C/[C@@H]1[C@@H](C)n2c(=O)sc(=O)n21